Below is a molecular structure, C4H3F3NO6S2Sm, with properties calculated with wB97M-V/def2-TZVPD.

electronic energy: -2414.2602 Eh
spin multiplicity: 7
charge: -1

Geometry as XYZ:
```
20
Properties=species:S:1:pos:R:3:mulliken_charge:R:1
Sm 0.54 -0.80 -1.30 1.3281
S 0.29 -1.17 2.13 0.4284
S -2.13 -2.08 0.84 1.0086
F -3.99 -1.59 -1.02 -0.2501
F -4.73 -1.40 0.97 -0.2291
F -3.43 0.11 0.20 -0.2505
O -2.82 -3.25 1.38 -0.6764
O -1.36 -1.87 -0.43 -0.6650
O 1.05 -0.90 0.86 -0.5614
O 3.19 2.17 -3.97 -0.5528
O 1.71 1.47 -0.56 -0.2640
O 0.61 -0.42 3.36 -0.5483
N -1.35 -1.50 2.05 -0.4479
C 2.75 2.24 0.03 -0.6916
C 2.53 1.75 -3.08 0.9844
C 1.89 1.14 -2.12 -1.0331
C -3.67 -1.19 0.20 0.6352
H 2.37 2.53 1.02 0.2349
H 2.88 3.15 -0.58 0.2791
H 3.65 1.61 0.03 0.2715
```

=====

Below is C4H3F3O2S in the gas phase, with properties calculated with wB97M-V/def2-TZVPD.

relative energy (zero: lowest compared OMol25 entry of this formula, charge and spin): 0.169 eV
SMILES: O=S(=O)(C1=CC1)C(F)(F)F
spin multiplicity: 1

Geometry as XYZ:
```
13
Properties=species:S:1:pos:R:3:mulliken_charge:R:1
S -1.13 -0.48 -0.77 0.9901
F -1.96 2.04 -0.38 -0.2028
F -1.62 1.42 -2.38 -0.2113
F 0.10 1.77 -1.26 -0.2178
O -0.91 -1.11 -2.06 -0.5552
O -2.29 -0.71 -0.03 -0.5307
C 0.60 -0.57 0.63 -0.0070
C 1.25 0.23 1.39 -0.2747
C -1.16 1.35 -1.17 0.6992
C 1.69 -1.30 1.34 -0.5043
H 1.39 1.07 1.95 0.4112
H 1.50 -2.11 2.07 0.2364
H 2.53 -1.61 0.67 0.1667
```

=====

Below is C4H3FN2 in the gas phase, with properties calculated with wB97M-V/def2-TZVPD.

relative energy (zero: lowest compared OMol25 entry of this formula, charge and spin): 0.850 eV
SMILES: Fc1ccncn1
spin multiplicity: 1

Geometry as XYZ:
```
10
Properties=species:S:1:pos:R:3:mulliken_charge:R:1
F -2.02 -1.56 0.23 -0.2428
N 1.17 0.93 -0.55 -0.5033
N -0.75 -0.44 -1.26 -0.4335
C -0.96 -0.71 -0.01 0.5550
C 0.92 0.51 0.71 -0.0988
C -0.13 -0.37 1.08 -0.3465
C 0.15 0.50 -1.40 -0.0358
H 0.48 0.92 -2.35 0.3501
H 1.53 1.00 1.54 0.3306
H -0.39 -0.78 2.01 0.4250
```

=====

Below is 2 unconnected molecules or ions with the total composition C4H3FN2, with properties calculated with wB97M-V/def2-TZVPD.

electronic energy: -363.3659 Eh
spin multiplicity: 3

Geometry as XYZ:
```
10
Properties=species:S:1:pos:R:3:mulliken_charge:R:1
F 1.58 -0.96 1.71 -0.2618
N 3.58 2.19 0.18 -0.2284
N 2.27 -2.67 -1.03 -0.3788
C 1.83 -1.81 -0.40 0.4538
C 3.38 1.06 0.01 0.2304
C 1.28 -0.79 0.43 0.1023
C 0.32 0.18 -0.03 -0.8147
H 0.87 0.61 -0.77 0.3312
H -0.65 -0.39 -0.29 0.2942
H 0.10 1.00 0.75 0.2718
```

=====

Below is 2 unconnected molecules or ions with the total composition C4H3FO, with properties calculated with wB97M-V/def2-TZVPD.

relative energy (zero: lowest compared OMol25 entry of this formula, charge and spin): 3.587 eV
SMILES: O=C=CF.C#C
spin multiplicity: 1

Geometry as XYZ:
```
9
Properties=species:S:1:pos:R:3:mulliken_charge:R:1
F 1.96 0.38 -1.00 -0.2374
O -1.26 1.52 -0.92 -0.2974
C -0.65 -0.25 2.17 -0.2992
C -0.35 0.83 -1.07 0.5660
C 0.69 0.22 -1.58 -0.4473
C -0.31 -0.97 1.27 -0.5150
H 0.68 -0.56 -2.22 0.3963
H -0.43 0.39 2.96 0.3427
H -0.32 -1.56 0.39 0.4913
```

=====

Below is C4H3FO2 in the gas phase, with properties calculated with wB97M-V/def2-TZVPD.

relative energy (zero: lowest compared OMol25 entry of this formula, charge and spin): 0.391 eV
SMILES: Oc1cocc1F
spin multiplicity: 1

Geometry as XYZ:
```
10
Properties=species:S:1:pos:R:3:mulliken_charge:R:1
F -1.10 2.04 -0.06 -0.2736
O 1.59 -0.18 -0.07 -0.3050
O -1.94 -0.75 -0.09 -0.5183
C 0.53 -1.04 -0.07 -0.5644
C -0.60 -0.34 0.01 0.5709
C -0.24 1.04 -0.01 0.4009
C 1.12 1.08 0.03 -0.3661
H 1.88 1.87 -0.03 0.3766
H -2.06 -1.62 0.33 0.3255
H 0.81 -2.10 -0.04 0.3536
```